DFT (ωB97M-V with the def2-TZVPD basis set) results for a 3-piece molecular cluster, C5H9Br3O8S2 overall.

Last column: Löwdin charge in e.
CARTESIAN COORDINATES (ANGSTROEM)
O  -3.152  -0.569  -1.464  -0.25
S  -2.004  -1.050  -0.747  0.59
O  -0.705  -0.875  -1.284  -0.22
O  -2.022  -0.560  0.809  -0.27
C  -3.044  -1.285  1.476  -0.18
C  -2.812  -2.712  0.979  -0.15
O  -2.273  -2.564  -0.322  -0.18
H  -2.921  -1.193  2.552  0.14
H  -4.020  -0.855  1.241  0.13
H  -3.755  -3.249  0.901  0.13
H  -2.140  -3.218  1.670  0.13
O  1.992  -2.024  -0.374  -0.22
S  2.190  -0.737  0.228  0.69
O  1.503  -0.353  1.444  -0.24
O  3.760  -0.343  0.360  -0.20
C  3.983  1.001  -0.018  -0.18
C  3.018  1.247  -1.165  -0.21
O  1.898  0.454  -0.902  -0.23
H  3.728  1.635  0.839  0.13
H  5.029  1.158  -0.268  0.14
H  3.490  1.099  -2.139  0.14
H  2.702  2.292  -1.082  0.11
Br  -0.596  2.545  -2.452  0.63
C  -0.837  2.487  -0.539  -1.57
Br  -2.705  2.368  0.057  0.64
Br  0.196  3.804  0.464  0.58
H  -0.503  1.496  -0.262  -0.08

Force components x, y, z for each atom (eV/Å):
0.895 -0.361 0.640
-1.294 -0.057 0.967
-0.129 -0.019 0.301
0.479 0.537 -0.994
-0.286 0.078 0.252
-1.036 0.426 0.565
0.618 -0.496 -0.924
0.352 0.048 -0.071
-0.007 -0.202 -0.304
0.090 -0.147 0.004
0.337 -0.191 -0.439
0.635 1.322 0.877
-0.443 1.487 -0.426
0.793 -0.686 -1.498
-0.467 -1.648 0.056
-0.305 0.615 0.517
0.699 1.492 0.363
-0.565 -1.663 0.682
0.049 0.008 -0.106
-0.015 -0.311 -0.080
-0.383 -0.495 -0.038
-0.065 -0.080 -0.344
-0.183 0.351 0.400
-0.334 -0.700 0.407
0.417 0.909 -0.420
-0.398 -0.422 -0.500
0.547 0.203 0.111

SMILES string: O=S1(=O)OCCO1.O=S1(=O)OCCO1.BrC(Br)Br
Highest occupied orbital energy: -10.162 eV
E_tot: -253506.1966 eV
LUMO energy: -0.06 eV
M: 501.0 g mol⁻¹
Orbital gap: 10.10 eV